The molecule C5H8N4, computed with ωB97M-V with the def2-TZVPD basis set.

The geometry in XYZ format:
```
17
C5H8N4, DFT ωB97M-V with the def2-TZVPD basis set
C -2.450 -0.078 -0.580
C 0.945 1.088 -0.077
C 1.658 0.005 -0.719
C 0.063 -0.657 1.531
C -0.016 0.758 1.029
H -3.407 -0.632 -1.205
H -3.122 0.557 0.283
H 1.081 2.234 -0.585
H 1.403 -0.070 -1.897
H 2.805 0.358 -0.764
H 1.545 -2.236 -0.747
H -0.809 -0.973 2.165
H -0.458 1.377 1.753
N -1.146 0.062 -1.094
N -0.560 1.057 -0.237
N 1.597 -1.305 0.023
N 0.871 -1.544 1.122
```

- Total charge: 0
- Electronic energy: -414.05428 Ha
- Relative energy (zero: lowest compared OMol25 entry of this formula, charge and spin): 7.561 eV
- F_max: 0.146 Eh/bohr

Löwdin population analysis, charges in e, atoms 1 to 2:
1. C -0.065
2. C -0.216


A cluster of 2 separate species, C3H6N4O2S2 in total, computed with ωB97M-V with the def2-TZVPD basis set.

The geometry in XYZ format:
```
17
C3H6N4O2S2, DFT ωB97M-V with the def2-TZVPD basis set
C -2.961 -0.100 -1.297
C 3.104 -0.081 -0.364
C 2.669 0.268 0.874
N 1.342 -0.319 -1.411
N 0.455 -0.406 -0.658
N -0.974 -0.080 1.172
N 0.225 -0.223 0.522
O -2.444 1.027 -0.880
O -3.182 0.874 1.579
S -3.249 -1.576 -0.565
S -2.022 1.270 0.793
H -3.316 0.038 -2.367
H 3.312 0.637 -1.066
H 3.230 -1.203 -0.577
H 2.647 -0.473 1.706
H 2.642 1.384 1.120
H -1.481 -1.038 1.418
```

- Total charge: 0
- Electronic energy: -1283.54159 Ha
- Relative energy (zero: lowest compared OMol25 entry of this formula, charge and spin): 5.470 eV
- F_max: 0.079 Eh/bohr

Löwdin population analysis, charges in e, atoms 1 to 2:
1. C -0.755
2. C -0.165


The molecule C6H4, computed with ωB97M-V with the def2-TZVPD basis set.

The geometry in XYZ format:
```
10
C6H4, DFT ωB97M-V with the def2-TZVPD basis set
C -1.856 -1.231 -0.013
C -1.497 -0.048 0.010
C -0.723 1.182 -0.045
C 0.598 1.154 0.114
C 1.394 0.008 0.021
C 2.001 -1.072 -0.073
H -2.112 -2.292 0.111
H -1.270 2.182 -0.160
H 1.255 2.052 -0.129
H 2.623 -1.900 0.088
```

- Total charge: 0
- Electronic energy: -230.85017 Ha
- Relative energy (zero: lowest compared OMol25 entry of this formula, charge and spin): 0.722 eV
- F_max: 0.099 Eh/bohr

Löwdin population analysis, charges in e, atoms 1 to 2:
1. C 0.118
2. C -0.129


The molecule C6H8OS, computed with ωB97M-V with the def2-TZVPD basis set.

The geometry in XYZ format:
```
16
C6H8OS, DFT ωB97M-V with the def2-TZVPD basis set
C -1.429 -1.263 -0.533
C -0.471 -0.646 0.141
C 0.981 -1.165 0.035
C 1.843 -0.107 -0.665
C -0.676 0.645 0.916
C -0.722 1.910 0.094
H -1.342 -2.165 -1.185
H -2.418 -0.840 -0.436
H 1.438 -1.340 0.987
H 0.999 -2.127 -0.494
H 1.481 0.339 -1.586
H -1.609 0.626 1.522
H 0.165 0.849 1.582
H -0.984 2.806 0.685
O -0.432 1.952 -1.071
S 3.176 0.526 0.008
```

- Total charge: 0
- Electronic energy: -706.78467 Ha
- Relative energy (zero: lowest compared OMol25 entry of this formula, charge and spin): 1.673 eV
- F_max: 0.030 Eh/bohr

Löwdin population analysis, charges in e, atoms 1 to 2:
1. C 0.058
2. C -0.315


A cluster of 2 separate species, C18H21N4O4S in total, computed with ωB97M-V with the def2-TZVPD basis set.

The geometry in XYZ format:
```
48
C18H21N4O4S, DFT ωB97M-V with the def2-TZVPD basis set
C -0.821 -3.412 -0.410
C -0.134 -4.633 -1.024
O -0.002 -4.340 -2.391
C -0.551 -3.095 -2.593
O -0.594 -2.542 -3.680
N -1.033 -2.533 -1.456
H -1.791 -3.661 0.040
H -0.195 -2.915 0.345
H 0.872 -4.819 -0.623
H -0.723 -5.558 -0.942
C 5.627 1.338 -0.806
N 4.531 2.065 -0.168
C 4.886 2.628 1.137
C 3.170 1.741 -0.470
C 2.575 0.552 -0.019
C 1.253 0.300 -0.265
C 0.453 1.212 -0.970
C -0.978 0.981 -1.165
C -1.893 0.671 -0.205
C -3.280 0.459 -0.604
O -3.621 0.580 -1.768
N -4.221 0.100 0.380
C -5.574 -0.129 -0.106
C -3.881 -0.054 1.708
S -4.983 -0.599 2.810
N -2.597 0.242 2.114
C -2.237 0.171 3.521
C -1.578 0.636 1.222
O -0.480 0.925 1.663
C 1.065 2.379 -1.458
C 2.381 2.642 -1.198
H 5.279 0.875 -1.727
H 6.436 2.028 -1.038
H 5.997 0.568 -0.133
H 4.006 3.058 1.613
H 5.290 1.844 1.775
H 5.639 3.404 1.012
H 3.165 -0.142 0.553
H 0.787 -0.593 0.114
H -1.357 1.079 -2.171
H -6.255 -0.385 0.703
H -5.942 0.767 -0.606
H -5.558 -0.945 -0.826
H -1.163 0.316 3.633
H -2.763 0.942 4.082
H -2.509 -0.802 3.923
H 0.469 3.088 -2.006
H 2.835 3.563 -1.522
```

- Total charge: -1
- Electronic energy: -1616.72301 Ha
- Relative energy (zero: lowest compared OMol25 entry of this formula, charge and spin): 0.000 eV
- F_max: 0.073 Eh/bohr

Löwdin population analysis, charges in e, atoms 1 to 2:
1. C -0.328
2. C -0.200


Results for highest occupied orbital energy: -8.349 -8.987 -8.937 -8.679 -3.219 (in eV, following the order of the records).